{
  "formula": "C39H65IN2O13S",
  "method": "ωB97M-V/def2-TZVPD",
  "symbols": ["O", "C", "H", "C", "C", "C", "C", "H", "H", "H", "H", "H", "H", "C", "H", "H", "H", "O", "C", "C", "H", "H", "N", "C", "H", "O", "O", "O", "C", "C", "I", "H", "C", "H", "O", "H", "C", "H", "O", "H", "H", "H", "C", "H", "C", "C", "H", "O", "C", "H", "H", "C", "H", "C", "H", "C", "H", "C", "H", "H", "H", "H", "C", "H", "H", "H", "H", "H", "H", "H", "H", "C", "C", "O", "H", "H", "H", "H", "C", "H", "H", "C", "N", "C", "H", "H", "C", "H", "C", "O", "O", "H", "H", "C", "H", "C", "H", "O", "H", "C", "C", "H", "C", "H", "H", "C", "C", "H", "C", "H", "O", "H", "H", "C", "H", "H", "H", "S", "C", "H", "H"],
  "coordinates": [[-6.28057, 5.42062, -0.66980], [-7.28758, 4.20736, 2.35733], [1.89591, -6.16860, 1.79314], [-0.30649, -2.67761, 0.45108], [2.14312, -5.11534, 1.64930], [-4.02883, 5.30768, 0.26619], [-10.47225, 3.97326, 1.38949], [0.46530, 1.93834, 0.32306], [8.04829, -0.48139, 1.65120], [-10.82533, 3.08694, 0.86115], [6.75507, -2.61581, 1.65194], [3.21395, 3.66355, 0.53651], [2.69841, -4.75442, 2.52085], [8.11559, -1.56920, -0.22249], [-4.14738, 6.18319, 0.90592], [-6.40114, 1.92055, -1.53996], [-7.93253, 5.00842, 2.70658], [0.28824, -1.65659, 2.49430], [0.96522, 1.29700, 1.05888], [0.97570, -3.45872, 0.44044], [-6.88527, 1.83554, 0.14940], [10.08706, -6.46209, -4.77661], [5.17550, -0.80975, -1.71053], [4.24811, 2.07495, -0.50494], [-5.04870, 0.51238, 1.51657], [-3.43381, 0.15891, 0.33958], [-8.13377, 6.46076, -0.15349], [9.00723, -2.62107, 0.17817], [-2.48383, -0.77076, 0.54295], [0.13309, 1.25224, 2.33711], [-1.41540, -4.30112, -1.86345], [1.01910, 0.29434, 0.61912], [-6.76750, -2.11153, -1.14408], [-7.73183, -0.21899, -1.10414], [8.27723, -5.85386, -2.86675], [-4.59921, 6.25459, -1.59942], [-1.29719, 0.75956, 2.10802], [3.05236, 0.92759, 1.42837], [0.93908, -4.39108, 1.49585], [2.78397, -5.02587, 0.76644], [-1.79979, 0.64302, 3.07538], [-7.68750, -2.45496, -1.62541], [-1.33720, -2.85759, -0.37440], [9.20561, -5.55038, -6.01319], [-6.20010, 7.84352, -0.16599], [5.68138, -0.10728, -2.66352], [0.07678, 2.27012, 2.73978], [9.43650, -4.42677, 1.33875], [2.98271, 2.66548, 0.15781], [2.43934, 2.34247, 2.24157], [-1.85616, 1.52561, 1.56691], [7.56224, -3.18152, 2.10764], [-2.97642, 5.22487, -0.00696], [4.08802, 1.94386, -2.01835], [-11.27694, 4.70877, 1.40949], [-7.61755, -0.87582, 0.92286], [-5.16014, -0.12037, -1.40720], [-7.75976, 2.81952, 2.70795], [-4.89236, -1.17900, 1.03656], [1.08669, -3.98064, -0.51596], [-8.69355, -0.68736, 0.87806], [-6.87430, 8.65570, -0.42292], [2.40155, 1.79604, 1.29440], [7.17393, -4.13286, 2.45997], [-5.18979, 2.22222, -0.26783], [-5.93622, 7.93774, 0.88772], [-6.48161, -2.87392, -0.41400], [5.12624, 2.69786, -0.31114], [-9.73434, 4.47399, 3.37062], [0.63805, 0.64647, 3.09219], [-4.30472, 4.42465, 0.84278], [8.72434, -3.46955, 1.18858], [-6.99013, -0.74100, -0.48742], [6.33391, -0.85913, -3.57759], [-7.22037, 4.26657, 1.27040], [7.65532, 0.47893, 0.22190], [-10.91197, 3.17659, 3.34208], [-4.74908, 4.50838, -1.58738], [8.31413, -5.35735, -4.10711], [6.63356, -2.95038, -3.59685], [7.08349, -1.92134, -0.21566], [-4.80692, -0.14937, 0.67831], [5.49456, -2.13983, -2.00660], [-10.07065, 3.60726, 2.80146], [7.93959, -2.62540, 2.96620], [10.19320, -4.69893, -4.82336], [-4.88311, 5.40294, -0.98143], [8.85556, -7.20650, -1.50820], [8.29863, -0.31448, 0.60353], [-3.62596, -2.36452, -0.77770], [-6.99835, 1.89259, 2.81089], [-9.64472, 4.39796, 0.82098], [3.38343, 1.15265, -2.27735], [-0.42795, -1.61726, 1.51848], [-7.21286, -0.15489, 1.63368], [10.31361, -5.63191, -1.60915], [9.81838, -7.27182, -2.97334], [-9.07592, 2.57236, 2.82932], [10.79519, -4.98752, -2.34717], [-2.59244, -2.04072, -0.24724], [9.34963, -6.59414, -2.26025], [9.33411, 0.02177, 0.55205], [-6.06519, 1.62909, -0.54128], [-5.99123, -2.07253, -1.90944], [-5.29518, 7.93048, -0.75952], [6.17317, -2.11408, -3.09004], [-5.72480, 0.13540, -0.50565], [9.76275, -5.00559, -0.91223], [-6.95105, 6.54584, -0.34718], [-6.29340, 4.33780, 2.77806], [7.37538, -4.68914, -4.46431], [1.81782, -2.76369, 0.55832], [8.38044, -1.38107, -1.26194], [-1.43455, -0.53305, 1.34418], [4.46192, 1.08598, -0.09976], [2.21801, 2.78165, -0.61698], [3.71035, 2.87543, -2.44956], [5.62449, 1.61336, -2.92057], [9.53130, -5.55133, -4.97687], [-7.49978, -1.89169, 1.30660], [11.08832, -6.16158, -1.05522]],
  "atomic_forces_ev_per_a": [[0.0, 0.1, -0.2], [0.0, 0.0, 0.2], [0.0, 0.1, 0.0], [0.0, 0.1, 0.0], [0.1, 0.0, 0.0], [-0.1, 0.0, 0.1], [0.1, -0.1, -0.1], [0.0, 0.0, 0.1], [0.0, 0.0, 0.0], [0.0, 0.0, 0.0], [0.0, 0.0, 0.0], [-0.1, 0.0, -0.1], [0.0, 0.0, 0.0], [-0.2, 0.1, 0.1], [0.0, 0.0, 0.0], [0.0, 0.1, 0.0], [0.0, 0.0, -0.1], [0.1, 0.0, -0.1], [0.1, 0.0, 0.0], [0.0, 0.0, 0.0], [0.1, 0.1, 0.1], [0.0, 0.0, 0.0], [-0.1, 0.0, 0.0], [0.1, 0.1, -0.1], [-0.1, -0.1, 0.0], [0.0, 0.1, -0.2], [0.0, 0.0, 0.0], [0.0, -0.1, 0.0], [0.1, 0.0, 0.1], [0.1, 0.1, 0.0], [0.0, -0.1, 0.0], [-0.1, 0.1, -0.1], [-0.1, -0.1, 0.0], [0.2, 0.1, -0.1], [-0.1, -0.3, -0.1], [-0.1, 0.0, 0.0], [0.0, -0.1, 0.3], [-0.1, 0.0, 0.1], [-0.2, -0.1, 0.0], [0.0, 0.0, 0.0], [0.0, 0.0, 0.0], [0.0, 0.0, 0.1], [-0.1, -0.1, 0.1], [0.0, 0.1, 0.0], [0.0, 0.0, -0.2], [0.0, 0.1, 0.1], [0.0, -0.1, 0.0], [0.0, 0.0, 0.1], [0.1, -0.3, 0.0], [0.0, 0.0, -0.1], [0.0, -0.1, 0.0], [-0.1, 0.0, -0.1], [0.0, 0.0, 0.0], [-0.1, 0.2, 0.1], [0.0, 0.0, 0.0], [-0.2, 0.1, -0.3], [0.0, 0.0, 0.1], [0.0, -0.1, -0.2], [0.1, 0.1, -0.2], [0.0, 0.1, 0.0], [0.1, -0.1, 0.0], [0.0, 0.0, 0.1], [0.0, 0.0, 0.0], [0.1, 0.0, 0.0], [-0.1, 0.1, 0.0], [0.0, 0.0, 0.0], [0.1, 0.1, -0.1], [-0.1, 0.0, 0.1], [0.0, 0.0, 0.0], [0.0, 0.0, -0.1], [0.0, 0.0, 0.0], [-0.1, 0.0, -0.1], [-0.2, 0.0, 0.0], [0.1, 0.1, -0.1], [0.0, 0.0, 0.0], [0.0, 0.0, 0.0], [0.0, 0.0, 0.0], [-0.1, 0.0, 0.0], [0.1, 0.3, 0.3], [-0.1, 0.0, -0.1], [0.1, 0.0, 0.0], [-0.2, -0.1, 0.3], [-0.2, 0.0, 0.0], [0.0, 0.0, 0.0], [0.0, 0.0, 0.0], [0.0, 0.0, 0.0], [0.3, -0.1, 0.1], [0.0, 0.0, 0.0], [0.1, 0.0, 0.0], [0.1, 0.0, -0.1], [0.1, 0.1, 0.1], [0.0, 0.1, 0.0], [0.0, 0.0, 0.0], [-0.2, 0.1, 0.0], [0.0, -0.1, 0.0], [0.0, 0.0, -0.1], [0.0, 0.1, -0.1], [0.0, 0.0, 0.1], [0.0, 0.0, 0.0], [0.1, 0.0, 0.1], [0.1, 0.1, 0.1], [0.0, 0.0, 0.0], [-0.1, -0.3, -0.2], [-0.1, 0.0, 0.0], [0.0, 0.0, 0.0], [0.1, -0.3, 0.1], [0.2, 0.0, 0.1], [0.1, 0.0, 0.1], [0.0, 0.0, 0.1], [0.0, 0.0, 0.0], [0.0, 0.0, -0.3], [0.0, 0.0, 0.0], [0.0, 0.0, 0.0], [0.1, 0.0, -0.1], [0.0, 0.0, 0.0], [0.0, 0.1, 0.1], [0.1, 0.0, 0.0], [0.0, -0.2, -0.1], [-0.1, -0.2, 0.0], [0.2, 0.1, 0.1], [0.0, 0.0, 0.0]],
  "lowdin_charge": [-0.021, 0.021, 0.088, -0.154, -0.092, -0.056, -0.055, 0.115, 0.070, 0.084, 0.074, 0.107, 0.089, -0.240, 0.072, 0.086, 0.077, 0.139, -0.199, -0.221, 0.071, 0.072, 0.058, -0.262, 0.125, -0.023, 0.099, -0.003, -0.167, -0.207, 1.015, 0.108, -0.074, 0.126, 0.008, 0.111, -0.114, 0.106, -0.170, 0.088, 0.134, 0.076, -0.550, 0.091, 0.020, -0.707, 0.116, 0.092, -0.187, 0.107, 0.117, 0.020, 0.083, -0.488, 0.084, -0.053, 0.134, -0.522, 0.137, 0.076, 0.078, 0.092, -0.188, 0.091, 0.072, 0.096, 0.073, 0.101, 0.110, 0.109, 0.070, -0.521, -0.374, 0.036, 0.072, 0.073, 0.121, 0.118, -0.522, 0.106, 0.083, -0.124, 0.055, -0.228, 0.096, 0.097, -0.229, 0.125, -0.050, 0.070, 0.082, 0.059, 0.085, -0.288, 0.050, -0.049, 0.106, 0.005, 0.077, -0.347, -0.217, 0.084, -0.043, 0.066, 0.071, -0.172, -0.323, 0.051, -0.530, 0.093, 0.071, 0.137, 0.120, -0.057, 0.081, 0.096, 0.077, 0.993, 0.021, 0.075, 0.089],
  "homo_lumo_gap_ev": 8.00,
  "energy_ev": -90028.831
}